This record from the OMol25 dataset describes C3H6N2S2 in the gas phase. The level of theory is the ωB97M-V functional and the def2-TZVPD basis.

LUMO   0.010 hartree

```
13
Properties=species:S:1:pos:R:3:mulliken_charge:R:1
C -0.247 0.819 1.116 -0.2803
C 1.053 0.658 0.867 -0.3453
C -0.971 -0.391 0.609 -0.5533
N -1.009 0.312 -2.006 -0.5657
N 1.501 -0.498 0.355 -0.1324
S 0.358 -0.448 -2.222 -0.0273
S 0.309 -1.532 -0.023 -0.0278
H -0.658 1.507 1.847 0.3354
H 1.864 1.409 0.946 0.3270
H -1.504 -0.921 1.287 0.4628
H -1.466 -0.173 -0.437 0.3319
H -1.783 0.051 -2.609 0.2183
H 2.553 -0.793 0.269 0.2566
```

=====

This record from the OMol25 dataset describes 4 unconnected molecules or ions with the total composition C29H31Br5F3N6. The level of theory is the ωB97M-V functional and the def2-TZVPD basis.

LUMO   -0.174 hartree
Net charge   +1

```
74
Properties=species:S:1:pos:R:3:mulliken_charge:R:1
C -2.374 0.071 3.367 -0.6854
C -2.728 0.248 1.900 -0.1257
C -2.389 1.698 1.138 -0.3578
N -1.515 1.463 -0.117 0.8975
N -0.210 1.668 0.147 -0.7003
C 0.560 1.439 -1.070 0.4653
C 2.210 1.616 -0.837 -0.2806
Br 2.528 0.865 1.034 -0.0818
C 2.625 3.201 -0.814 -0.1493
C 2.322 3.943 0.656 -0.9192
Br 1.622 4.328 -2.170 -0.1207
C 0.128 1.061 -2.551 -0.2358
Br 1.395 0.857 -4.088 0.0028
C -1.468 0.842 -2.749 0.0551
N -2.204 0.482 -4.015 -0.5094
C -2.214 1.074 -1.333 0.5722
C -3.858 0.839 -1.377 -0.8343
C -4.596 2.139 -2.039 -0.5852
C -5.395 3.123 -1.011 0.0241
F -4.521 4.186 -0.386 -0.2886
Br -6.536 2.205 0.355 0.0210
C -6.463 3.995 -1.961 0.5158
F -7.712 3.227 -2.264 -0.2124
F -5.787 4.341 -3.257 -0.2302
Br -6.927 5.747 -1.050 -0.0520
H -3.020 0.583 4.231 0.2801
H -1.467 -0.648 3.586 0.2408
H -3.273 -0.574 1.258 0.2407
H -1.793 2.320 1.965 0.4117
H -3.350 2.325 0.914 0.0735
H 2.848 0.938 -1.543 0.3262
H 3.772 3.335 -1.009 0.3765
H 2.119 5.095 0.414 0.3735
H 3.283 3.836 1.317 0.2926
H 1.342 3.550 1.167 0.2250
H -2.583 -0.493 -3.869 0.3000
H -3.012 1.157 -4.168 0.3259
H -4.317 0.439 -0.382 0.3233
H -4.011 -0.047 -2.164 0.2708
H -5.373 1.758 -2.854 0.4239
H -3.753 2.769 -2.601 0.3393
N -1.594 -2.567 -3.406 -0.2153
C -2.121 -3.599 -4.101 -0.1479
C -2.145 -4.906 -3.641 -0.5673
C -1.591 -5.175 -2.394 -0.1057
C -1.039 -4.134 -1.655 -0.8240
C -1.066 -2.859 -2.198 0.0373
H -2.538 -3.339 -5.070 0.3726
H -2.584 -5.695 -4.241 0.3712
H -1.590 -6.188 -2.001 0.3851
H -0.599 -4.311 -0.680 0.3872
H -0.651 -2.013 -1.658 0.3348
N 0.426 -2.702 5.275 -0.5321
C 1.285 -2.052 4.459 -0.1886
C 2.458 -1.456 4.893 -0.3721
C 2.771 -1.527 6.246 -0.2901
C 1.906 -2.188 7.111 -0.3406
C 0.758 -2.756 6.583 -0.2200
H 0.995 -2.021 3.413 0.4947
H 3.112 -0.949 4.192 0.3457
H 3.682 -1.071 6.623 0.3711
H 2.121 -2.260 8.172 0.3656
H 0.052 -3.286 7.217 0.3674
N 6.919 -1.288 1.156 -0.5161
C 5.902 -0.620 0.569 -0.1559
C 5.699 -0.575 -0.801 0.2641
C 6.594 -1.252 -1.622 -0.4254
C 7.653 -1.948 -1.047 -0.3573
C 7.771 -1.938 0.333 -0.2709
H 5.233 -0.105 1.252 0.2897
H 4.863 -0.025 -1.217 0.0357
H 6.467 -1.239 -2.700 0.3696
H 8.368 -2.486 -1.659 0.3693
H 8.578 -2.469 0.830 0.3591
```

=====

This record from the OMol25 dataset describes a molecular structure, C27H44BrN3OP2Ti. The level of theory is the ωB97M-V functional and the def2-TZVPD basis.

Spin multiplicity   3
LUMO (alpha / beta)   -0.204 / -0.355 hartree
Expectation value of S²   2.01
Net charge   +2

```
79
Properties=species:S:1:pos:R:3:mulliken_spin:R:1
C -0.636 7.412 -6.291 0.0002
C -0.813 6.044 -6.548 0.0006
C -1.122 5.652 -7.859 0.0001
C -1.242 6.629 -8.851 -0.0001
N -1.067 7.919 -8.575 0.0000
C -0.773 8.323 -7.342 -0.0001
C -0.689 5.068 -5.498 -0.0005
C -0.613 4.225 -4.616 0.0007
C -0.485 3.250 -3.575 0.0002
C 0.594 3.344 -2.677 0.0060
C 0.771 2.390 -1.673 0.0321
C -0.124 1.310 -1.609 -0.0814
C -1.250 1.229 -2.447 -0.0087
C -1.411 2.193 -3.443 0.0057
Ti 0.176 -0.022 0.006 1.0590
P 1.986 -1.003 -1.086 -0.0798
H -1.270 4.607 -8.105 0.0000
H -0.398 7.764 -5.295 0.0000
H -1.483 6.346 -9.881 0.0000
H -0.639 9.397 -7.166 0.0000
H -2.251 2.152 -4.139 -0.0009
H 1.286 4.182 -2.784 0.0001
H -1.995 0.441 -2.307 -0.0138
H 1.597 2.517 -0.964 -0.0034
C 2.336 -2.615 -0.308 0.0225
C 3.298 -3.578 -1.023 -0.0019
H 1.347 -3.080 -0.180 0.0019
H 2.672 -2.434 0.726 0.0015
H 3.535 -4.414 -0.354 -0.0002
H 2.880 -4.008 -1.937 0.0003
H 4.251 -3.124 -1.303 0.0003
C 1.830 -1.259 -2.900 0.0110
C 2.874 -0.560 -3.772 0.0005
H 0.835 -0.848 -3.131 -0.0035
H 1.760 -2.327 -3.170 -0.0012
H 2.645 -0.709 -4.838 0.0003
H 2.891 0.522 -3.595 0.0004
H 3.885 -0.949 -3.603 0.0001
C 3.415 0.101 -0.759 0.0412
C 4.793 -0.559 -0.785 0.0030
H 3.250 0.563 0.227 -0.0024
H 3.406 0.941 -1.469 0.0013
H 5.581 0.192 -0.641 0.0006
H 4.903 -1.301 0.008 -0.0001
H 4.998 -1.061 -1.733 0.0001
Br -0.793 -1.666 1.589 -0.0050
P -2.675 -3.534 -4.307 0.6689
C -0.831 -3.593 -4.191 0.0699
C -0.280 -5.005 -4.345 0.0129
H -0.531 -3.163 -3.226 0.0368
H -0.435 -2.933 -4.974 -0.0048
H 0.785 -4.970 -4.599 0.0006
H -0.384 -5.575 -3.416 -0.0018
H -0.799 -5.556 -5.136 -0.0024
C -3.111 -3.217 -2.539 0.0659
C -4.513 -3.725 -2.225 0.0089
H -3.012 -2.151 -2.286 0.0354
H -2.360 -3.763 -1.956 -0.0005
H -4.610 -3.905 -1.150 0.0006
H -5.286 -3.008 -2.520 -0.0004
H -4.708 -4.666 -2.747 -0.0019
C -2.878 -1.817 -4.958 0.0697
C -3.127 -1.801 -6.460 0.0125
H -1.985 -1.234 -4.697 0.0355
H -3.728 -1.383 -4.417 -0.0080
H -3.594 -0.853 -6.741 0.0004
H -2.195 -1.899 -7.025 -0.0004
H -3.791 -2.615 -6.766 -0.0032
C 2.810 2.701 2.758 -0.0006
N 1.429 2.386 3.132 0.0011
C 0.566 1.762 2.350 0.0031
N -0.767 1.716 2.698 0.0018
O 0.949 1.233 1.245 0.0134
H 3.072 2.309 1.770 -0.0001
H 3.508 2.286 3.499 0.0001
H 2.941 3.794 2.749 0.0000
H 1.098 2.708 4.031 -0.0001
H -1.259 0.851 2.414 -0.0001
H -0.892 1.859 3.700 0.0004
```

=====

This record from the OMol25 dataset describes CH2OS2 in the gas phase. The level of theory is the ωB97M-V functional and the def2-TZVPD basis.

LUMO   0.011 hartree

```
6
Properties=species:S:1:pos:R:3:mulliken_charge:R:1
C -0.649 -0.139 0.488 0.5134
H 0.270 0.098 -1.808 0.1199
H 1.772 0.441 0.156 0.1033
O -1.532 -0.389 1.287 -0.4502
S -0.932 -0.077 -1.309 -0.1373
S 1.070 0.067 1.185 -0.1491
```

=====

This record from the OMol25 dataset describes a molecular structure, C53H35F5N6O5PSW. The level of theory is the ωB97M-V functional and the def2-TZVPD basis.

Spin multiplicity   3
LUMO (alpha / beta)   -0.125 / -0.137 hartree
Expectation value of S²   2.02
Net charge   +1

```
107
Properties=species:S:1:pos:R:3:mulliken_spin:R:1
W 0.264 -0.590 -0.129 1.4808
O 3.095 -3.227 0.431 0.0051
C 2.364 -2.469 1.023 0.0109
O 2.035 -1.279 0.539 0.0464
C 1.769 -2.810 2.367 -0.0031
C 2.183 -4.009 2.930 0.0026
C 1.701 -4.426 4.160 -0.0004
C 0.791 -3.634 4.838 0.0000
C 0.373 -2.430 4.289 0.0030
C 0.846 -2.004 3.054 -0.0148
P 0.398 -0.344 2.422 0.0457
C -1.063 0.266 3.309 -0.0211
C -1.153 1.633 3.577 0.0041
C -2.310 2.167 4.123 0.0016
C -3.392 1.344 4.403 -0.0013
C -3.316 -0.013 4.130 0.0001
C -2.161 -0.549 3.581 0.0073
C 1.789 0.616 3.132 0.0046
C 2.878 1.059 2.389 -0.0003
C 3.942 1.689 3.022 0.0010
C 3.928 1.887 4.393 0.0001
C 2.849 1.438 5.142 -0.0005
C 1.791 0.803 4.516 -0.0020
H 2.898 -4.604 2.377 -0.0001
H 2.040 -5.358 4.590 0.0002
H 0.405 -3.945 5.799 -0.0001
H -0.328 -1.820 4.843 -0.0002
H -0.316 2.283 3.359 -0.0028
H -2.365 3.226 4.331 -0.0002
H -4.290 1.760 4.837 0.0000
H -4.157 -0.659 4.345 -0.0001
H -2.117 -1.609 3.380 0.0009
H 2.910 0.905 1.319 0.0077
H 4.788 2.022 2.435 0.0000
H 4.758 2.381 4.880 0.0000
H 2.831 1.581 6.214 -0.0002
H 0.962 0.446 5.114 0.0004
N 1.488 -3.496 -3.232 0.0230
C 1.907 -4.675 -2.553 -0.0018
C 2.934 -5.454 -3.051 0.0035
C 3.344 -6.567 -2.330 -0.0024
C 2.757 -6.869 -1.110 0.0037
C 1.747 -6.064 -0.603 -0.0015
C 1.304 -4.984 -1.347 0.0000
S -0.048 -4.003 -0.792 0.0000
N 0.420 -2.455 -1.400 0.0155
C 1.042 -2.418 -2.540 0.0663
C 1.258 -1.069 -3.108 0.0235
C 1.545 -0.827 -4.442 -0.0036
C 1.683 0.485 -4.866 0.0099
C 1.551 1.509 -3.939 -0.0072
C 1.260 1.190 -2.624 0.0168
N 1.093 -0.074 -2.215 0.0214
H 2.023 -3.291 -4.061 -0.0023
H 3.407 -5.204 -3.993 0.0001
H 4.136 -7.190 -2.720 -0.0001
H 3.092 -7.727 -0.546 0.0002
H 1.293 -6.274 0.356 0.0000
H 1.616 -1.639 -5.150 0.0017
H 1.882 0.706 -5.905 0.0005
H 1.653 2.546 -4.224 -0.0005
H 1.148 1.954 -1.871 0.0074
C 1.846 5.339 -5.909 0.0000
O 0.510 4.868 -5.939 0.0000
C -0.242 5.031 -4.823 -0.0007
C 0.267 5.394 -3.580 0.0004
C -0.592 5.551 -2.500 -0.0018
C -1.960 5.387 -2.659 0.0070
C -2.467 5.061 -3.917 -0.0028
C -1.618 4.847 -4.980 -0.0001
N -2.932 5.720 -1.658 -0.0005
N -2.856 5.265 -0.518 0.0022
C -1.886 4.243 -0.249 0.0110
C -0.827 4.462 0.588 -0.0116
C 0.166 3.478 0.795 0.0206
C 0.019 2.245 0.213 0.0294
O 0.933 1.260 0.209 0.0095
C -1.181 1.955 -0.475 0.0489
N -1.317 0.649 -0.876 -0.0013
C -2.292 0.357 -1.728 0.0727
C -3.241 1.305 -2.137 -0.0385
C -3.181 2.583 -1.644 0.0485
C -2.109 2.950 -0.796 -0.0050
H 2.241 5.190 -6.910 0.0000
H 2.459 4.782 -5.194 0.0000
H 1.880 6.402 -5.657 0.0000
H 1.321 5.583 -3.440 0.0000
H -0.186 5.880 -1.554 0.0002
H -3.538 4.988 -4.047 0.0004
H -1.999 4.596 -5.960 0.0001
H -0.717 5.438 1.042 0.0008
H 1.057 3.703 1.366 -0.0025
H -2.361 -0.675 -2.054 0.0138
H -4.033 1.000 -2.804 0.0003
H -3.943 3.306 -1.899 0.0002
F -5.666 -4.429 2.292 0.0003
C -4.546 -3.812 1.921 0.0038
C -3.320 -4.441 2.045 -0.0014
F -3.255 -5.670 2.554 -0.0002
C -2.156 -3.802 1.651 -0.0145
F -0.998 -4.446 1.837 -0.0005
C -2.163 -2.514 1.096 0.0187
O -1.020 -1.939 0.758 0.0229
C -3.417 -1.899 1.018 0.0229
F -3.502 -0.621 0.606 0.0001
C -4.585 -2.526 1.410 -0.0031
F -5.747 -1.884 1.308 0.0001
```

=====

Energy, record by record: -1023.64478; -14621.10968; -5400.34123; -910.90341; -4051.23816 hartree
Energy above the lowest of the compared OMol25 structures with the same formula, charge and spin, record by record: 99.2; 214.0; 0.0; 7.6; 18.7 kcal/mol
F_max, record by record: 0.0965; 0.1354; 0.0894; 0.0526; 0.0241 Eh/bohr